Computed, not measured: a structure of composition C46H44CoN9O3 in a non-equilibrium geometry, with wB97M-V/def2-TZVPD.

Its expectation value of S² is 3.86. As for the energy above the lowest of the compared OMol25 structures with the same formula, charge and spin: 38.56 kJ/mol. As for the LUMO energy (spin up / spin down): 0.0634 / 0.0614 Eh. The value obtained for the HOMO-LUMO gap (spin up / spin down) is 0.224 / 0.228 Eh.

ORCA input file:
```
! RIJCOSX wB97M-V def2-TZVPD def2/J DEFGRID3
* xyz -1 4
Co -0.05 -0.20 -0.29
C 2.06 -4.27 2.54
C 1.07 -3.55 1.88
N 1.21 -2.26 1.64
C 2.34 -1.67 1.99
C 3.35 -2.41 2.61
N 3.20 -3.69 2.91
C 2.43 -0.20 1.75
C 3.47 0.55 2.28
C 3.51 1.93 2.11
C 2.41 2.51 1.55
C 1.39 1.72 1.04
N 1.44 0.38 1.06
C 0.05 2.17 0.56
C -0.31 3.56 0.35
N -1.51 4.05 -0.01
C -2.54 3.52 -0.59
C -2.76 2.19 -1.27
N -0.83 1.25 0.39
C 4.70 2.75 2.51
C 5.81 2.21 3.15
C 6.89 3.02 3.46
N 6.96 4.32 3.17
C 5.90 4.83 2.54
C 4.77 4.10 2.19
H 1.94 -5.32 2.78
H 0.14 -4.01 1.56
H 4.30 -1.96 2.88
H 4.24 0.03 2.83
H 2.31 3.59 1.48
H 0.46 4.31 0.51
H -3.42 4.17 -0.58
H -3.73 2.23 -1.78
H 5.85 1.16 3.42
H 7.75 2.60 3.97
H 5.96 5.88 2.29
H 3.97 4.59 1.66
C -0.44 0.11 -3.43
N -1.29 0.33 -2.25
C -1.65 1.77 -2.26
C -2.46 -0.55 -2.24
C -2.74 -1.10 -0.85
C -3.97 -1.70 -0.60
C -4.27 -2.23 0.65
C -3.33 -2.12 1.67
C -2.10 -1.52 1.42
C -1.76 -1.05 0.15
H -0.93 0.47 -4.35
H -0.23 -0.95 -3.55
H 0.50 0.64 -3.27
H -1.98 2.04 -3.27
H -0.72 2.30 -2.05
H -2.82 1.44 -0.49
H -2.27 -1.40 -2.89
H -3.34 -0.02 -2.62
H -4.71 -1.75 -1.40
H -5.23 -2.69 0.83
H -3.55 -2.50 2.66
H -1.39 -1.41 2.23
C 3.19 3.59 -1.53
C 2.29 2.61 -2.33
C 1.49 3.45 -3.35
C 3.25 1.69 -3.11
O 1.46 1.89 -1.50
H 3.88 4.12 -2.19
H 3.76 3.02 -0.79
H 2.56 4.33 -1.02
H 2.15 4.05 -3.99
H 0.81 4.12 -2.81
H 0.89 2.80 -3.99
H 3.91 2.25 -3.78
H 2.68 0.96 -3.71
H 3.86 1.14 -2.38
O -0.89 -3.06 -2.02
C 0.30 -2.86 -1.91
N 1.25 -3.74 -2.40
C 2.59 -3.30 -2.15
C 2.28 -1.95 -1.39
O 3.17 -1.24 -0.97
N 0.93 -1.78 -1.28
C 3.38 -3.16 -3.46
C 3.48 -4.29 -4.27
C 4.18 -4.26 -5.47
C 4.81 -3.08 -5.87
C 4.72 -1.95 -5.07
C 4.01 -1.99 -3.87
C 3.39 -4.26 -1.23
C 2.85 -5.46 -0.80
C 3.61 -6.35 -0.04
C 4.91 -6.03 0.31
C 5.46 -4.82 -0.12
C 4.70 -3.94 -0.88
H 0.99 -4.50 -2.99
H 3.01 -5.22 -3.95
H 4.25 -5.15 -6.08
H 5.37 -3.05 -6.80
H 5.19 -1.03 -5.37
H 3.95 -1.11 -3.25
H 1.82 -5.71 -1.05
H 3.18 -7.28 0.29
H 5.50 -6.71 0.91
H 6.47 -4.56 0.15
H 5.13 -3.00 -1.22
*
```

Mulliken atomic charge list, values in e, 8 entries:
1 Co 0.526
2 C -0.665
3 C -0.221
4 N 0.042
5 C 0.127
6 C -0.298
7 N -0.630
8 C 0.064

=====

Computed, not measured: a structure of composition C2H11CoO5PSi2 in a non-equilibrium geometry, with wB97M-V/def2-TZVPD.

Its expectation value of S² is 3.76. As for the LUMO energy (spin up / spin down): -0.3145 / -0.4100 Eh. The value obtained for the HOMO-LUMO gap (spin up / spin down) is 0.342 / 0.221 Eh.

ORCA input file:
```
! RIJCOSX wB97M-V def2-TZVPD def2/J DEFGRID3
* xyz 2 4
C 0.16 0.14 3.33
O -0.47 0.98 2.36
C -1.33 0.46 1.47
Si -0.30 -0.46 0.04
O -1.32 -1.18 -0.97
Si -0.65 -2.37 -2.00
P 1.09 1.06 -0.89
O 2.42 0.83 -0.36
O 0.47 2.50 -0.64
O 1.12 1.01 -2.54
H 1.09 -0.23 2.90
H -0.48 -0.67 3.64
H 0.43 0.77 4.17
H -2.04 -0.26 1.89
H -1.86 1.28 0.99
H 0.55 -1.42 0.76
H -0.93 -3.71 -1.50
H 0.81 -2.06 -1.97
H -1.17 -2.08 -3.35
H 1.11 3.18 -0.90
H 1.83 0.40 -2.79
Co -0.52 1.84 -3.66
*
```

Mulliken atomic charge list, values in e, 8 entries:
1 C -0.606
2 O -0.132
3 C -0.312
4 Si 0.266
5 O -0.204
6 Si 0.389
7 P 1.047
8 O -0.570

=====

Computed, not measured: a cluster of 2 separate species, C3H6N4 in total in a non-equilibrium geometry, with wB97M-V/def2-TZVPD.

As for the energy above the lowest of the compared OMol25 structures with the same formula, charge and spin: 705.87 kJ/mol. As for the LUMO energy (spin up / spin down): -0.0881 / -0.0201 Eh. The value obtained for the HOMO-LUMO gap (spin up / spin down) is 0.266 / 0.368 Eh.

ORCA input file:
```
! RIJCOSX wB97M-V def2-TZVPD def2/J DEFGRID3
* xyz 0 1
C -0.38 0.89 0.67
C 0.40 1.01 -2.46
C 0.49 -1.47 0.50
N -0.78 -0.50 2.34
N -1.15 1.55 1.55
N -1.37 0.64 2.48
N -0.22 -0.35 1.13
H 0.44 0.46 -1.57
H -0.50 1.50 -2.78
H 1.15 1.48 -2.90
H 1.51 -1.56 1.02
H -0.10 -2.38 0.61
H 0.50 -1.26 -0.60
*
```

Mulliken atomic charge list, values in e, 8 entries:
1 C 0.184
2 C -0.307
3 C -0.653
4 N -0.379
5 N -0.274
6 N -0.223
7 N 0.488
8 H -0.209

=====

Computed, not measured: a structure of composition C37H47LuN2O3Se in a non-equilibrium geometry, with wB97M-V/def2-TZVPD.

As for the energy above the lowest of the compared OMol25 structures with the same formula, charge and spin: 0.00 kJ/mol. As for the LUMO energy (spin up / spin down): 0.0106 / 0.0105 Eh. The value obtained for the HOMO-LUMO gap (spin up / spin down) is 0.292 / 0.292 Eh.

ORCA input file:
```
! RIJCOSX wB97M-V def2-TZVPD def2/J DEFGRID3
* xyz 0 1
Lu 0.88 -1.90 -1.50
C -4.64 2.46 1.27
C -5.15 1.09 0.81
C -6.01 1.34 -0.40
C -6.05 0.60 1.97
C -3.96 0.19 0.51
C -3.06 0.57 -0.46
C -2.06 -0.31 -0.87
Se -0.77 0.48 -2.11
C 0.32 1.46 -0.82
C 0.01 2.79 -0.57
C 0.76 3.46 0.36
C 1.82 2.82 1.02
C 2.23 1.54 0.73
C 1.45 0.83 -0.20
O 1.74 -0.42 -0.46
C 3.51 0.98 1.41
C 3.94 -0.41 0.92
C 3.27 0.89 2.92
C 4.63 2.00 1.10
C 0.44 4.90 0.72
C 1.66 5.77 0.38
C -0.79 5.44 0.04
C 0.07 5.02 2.19
C -1.91 -1.61 -0.34
O -1.04 -2.44 -0.90
C -2.73 -1.95 0.78
C -3.73 -1.03 1.13
C -2.50 -3.21 1.67
C -2.71 -2.82 3.12
C -1.08 -3.75 1.57
C -3.49 -4.31 1.31
H -5.42 3.17 1.49
H -4.06 2.97 0.51
H -3.97 2.38 2.15
H -6.76 2.11 -0.17
H -6.54 0.44 -0.73
H -5.41 1.72 -1.25
H -6.85 1.34 2.07
H -5.57 0.57 2.94
H -6.44 -0.40 1.78
H -3.09 1.51 -1.01
H -0.83 3.23 -1.10
H 2.32 3.42 1.81
H 3.18 -1.14 1.20
H 4.91 -0.70 1.35
H 4.04 -0.40 -0.13
H 2.50 0.17 3.13
H 2.93 1.82 3.36
H 4.18 0.54 3.44
H 4.75 2.17 0.02
H 5.56 1.60 1.47
H 4.45 2.95 1.60
H 1.87 5.66 -0.69
H 2.55 5.48 0.97
H 1.42 6.79 0.61
H -0.70 5.46 -1.04
H -0.91 6.50 0.33
H -1.71 4.90 0.27
H 0.86 4.77 2.91
H -0.82 4.46 2.42
H -0.15 6.09 2.42
H -4.38 -1.29 1.92
H -2.14 -1.89 3.36
H -2.40 -3.60 3.82
H -3.72 -2.64 3.41
H -0.37 -2.97 1.80
H -0.88 -4.22 0.61
H -1.02 -4.53 2.36
H -4.55 -4.02 1.47
H -3.36 -5.25 1.86
H -3.41 -4.56 0.24
O 2.23 -3.44 -1.34
C 3.07 -4.08 -2.15
C 3.56 -5.31 -1.74
C 4.56 -6.00 -2.42
C 5.07 -5.46 -3.60
C 4.50 -4.30 -4.08
C 3.48 -3.59 -3.39
C 2.86 -2.44 -4.03
N 1.87 -1.70 -3.57
C 1.61 -0.75 -4.53
C 2.45 -0.90 -5.55
N 3.25 -1.99 -5.23
H 3.19 -5.70 -0.79
H 5.03 -6.90 -1.97
H 5.87 -5.88 -4.18
H 4.88 -3.89 -4.98
H 0.82 -0.01 -4.48
H 2.55 -0.37 -6.50
H 4.01 -2.39 -5.76
*
```

Mulliken atomic charge list, values in e, 8 entries:
1 Lu 1.670
2 C -1.783
3 C 2.213
4 C -1.741
5 C -2.157
6 C -1.188
7 C -0.628
8 C -0.103

=====

Computed, not measured: the molecule C11H21N3O4 in a non-equilibrium geometry, with wB97M-V/def2-TZVPD.

As for the energy above the lowest of the compared OMol25 structures with the same formula, charge and spin: 355.13 kJ/mol. As for the LUMO energy: 0.0221 Eh. The value obtained for the HOMO-LUMO gap is 0.357 Eh. As for the SMILES: CC[C@H](C)[C@H](N)C(=O)N[C@@H](CCC(N)=O)C(=O)O.

ORCA input file:
```
! RIJCOSX wB97M-V def2-TZVPD def2/J DEFGRID3
* xyz 0 1
C -1.90 -1.90 -0.81
C -1.95 -0.84 -1.95
C -2.33 0.60 -1.46
C -3.08 1.36 -2.61
C -1.16 1.23 -0.75
N 0.04 1.57 -1.51
C -0.91 0.73 0.58
O -1.82 0.37 1.31
N 0.51 0.72 0.91
C 0.69 -0.03 2.22
C 1.66 -1.15 1.90
C 2.89 -0.97 1.09
C 2.58 -0.62 -0.40
N 3.47 0.27 -0.83
O 1.71 -1.14 -1.08
C 1.06 0.71 3.46
O 2.15 1.23 3.51
O 0.27 0.53 4.52
H -1.69 -2.83 -1.30
H -1.12 -1.75 -0.13
H -2.90 -1.83 -0.27
H -0.89 -1.00 -2.49
H -2.58 -1.20 -2.76
H -3.29 0.48 -0.79
H -2.40 1.72 -3.42
H -3.59 2.26 -2.34
H -3.80 0.67 -3.08
H -1.76 2.20 -0.44
H 0.64 0.75 -1.65
H -0.20 2.02 -2.41
H 1.08 0.18 0.37
H -0.17 -0.66 2.46
H 1.89 -1.80 2.78
H 1.27 -1.98 1.24
H 3.62 -1.75 1.29
H 3.47 -0.12 1.41
H 3.54 0.68 -1.79
H 4.13 0.60 -0.12
H 0.86 0.69 5.33
*
```

Mulliken atomic charge list, values in e, 8 entries:
1 C -0.812
2 C -0.554
3 C 0.523
4 C -1.685
5 C 0.798
6 N -0.581
7 C -0.225
8 O -0.635